i:
Density functional theory data (ωB97M-V/def2-TZVPD) for a 2-piece molecular cluster, C3H13N2Si overall.

Cartesian coordinates (Å):
C -1.24 1.22 0.39
C -2.50 -0.92 0.19
C -0.02 -1.02 0.11
N 3.80 0.22 -0.72
N -1.33 -0.18 -0.19
Si 2.27 0.48 -0.03
H -0.95 1.11 1.48
H -0.54 1.76 -0.16
H -2.14 1.85 0.36
H -2.34 -1.35 1.18
H -3.46 -0.27 0.00
H -2.56 -1.73 -0.59
H -0.29 -1.52 1.04
H -0.20 -1.75 -0.67
H 4.70 0.12 -0.11
H 3.94 0.24 -1.68
H -1.33 -0.23 -1.22
H 1.51 1.08 -1.11
H 2.30 0.66 1.30

Output
- LUMO level (Eh) = -0.1235
- charge = +1
- HOMO (eV) = -12.80



ii:
Density functional theory data (ωB97M-V/def2-TZVPD) for a 2-piece molecular cluster, C3H13N2Si overall.

Cartesian coordinates (Å):
C 0.40 -2.49 2.32
C 0.89 0.62 1.01
C -0.16 -1.58 0.13
N -0.36 -2.23 1.30
N 0.94 -0.56 0.03
Si -1.25 2.78 -2.90
H 1.44 -2.07 2.42
H -2.16 2.26 -1.79
H 0.10 -3.23 3.05
H 0.00 0.44 1.70
H 1.76 0.54 1.64
H 1.00 1.57 0.64
H -0.97 -1.26 -0.36
H -1.41 -2.57 1.31
H 1.84 -0.98 0.28
H 0.92 -0.13 -0.90
H -0.40 1.57 -3.42
H -0.66 4.13 -2.35
H -1.92 3.19 -4.11

Output
- LUMO level (alpha / beta) (Eh) = -0.1311 / -0.1312
- charge = +1
- HOMO (alpha / beta) (eV) = -12.17 / -12.17



Energies relative to the minimum, kJ/mol: i 0.0; ii 188.7